{"formula": "C7H14O3", "method": "the ωB97M-V functional and the def2-TZVPD basis", "charge": 0, "mol_weight_g_mol": 146.186, "total_energy_ha": -500.760326, "smiles": "CC(=O)CC(C)(C)C(O)O", "orbital_gap_ev": 9.19, "max_force_ev_per_a": 5.452, "symbols": ["O", "O", "O", "C", "C", "C", "C", "C", "C", "C", "H", "H", "H", "H", "H", "H", "H", "H", "H", "H", "H", "H", "H", "H"], "coordinates": [[-2.05123, 0.17106, -2.25018], [2.50187, -1.66100, -0.07733], [-2.79108, -0.89246, -0.39456], [1.71004, -1.15914, 0.70273], [-0.19505, 0.40865, -0.31718], [-0.06538, -0.92439, 0.25955], [0.68614, 0.72213, -1.50581], [-2.00322, 0.17392, -0.84790], [2.12955, -0.86800, 2.12842], [-0.19040, 1.54383, 0.70084], [-0.65304, 2.43822, 0.27008], [2.26194, 0.20913, 2.25540], [1.32438, -0.08436, -1.88197], [0.82842, 1.79905, 1.00176], [-2.45210, -1.69616, -0.81749], [3.04564, -1.41247, 2.37880], [0.17243, 1.01109, -2.42567], [-0.21133, -1.74177, -0.44607], [-0.59119, -1.08950, 1.19910], [-0.74065, 1.28298, 1.60872], [-2.49096, 1.07979, -0.47432], [1.40346, 1.53325, -1.34969], [1.33744, -1.21037, 2.79964], [-2.96570, 0.36652, -2.51688]], "nbo_charge": [-0.746, -0.555, -0.717, 0.613, -0.040, -0.464, -0.665, 0.386, -0.736, -0.625, 0.219, 0.235, 0.237, 0.210, 0.473, 0.237, 0.247, 0.216, 0.219, 0.211, 0.127, 0.214, 0.225, 0.479]}



{"formula": "C31H31AsN3O3RuS", "method": "the ωB97M-V functional and the def2-TZVPD basis", "charge": 3, "mol_weight_g_mol": 701.666, "total_energy_ha": -4317.709247, "orbital_gap_ev": 6.07, "max_force_ev_per_a": 1.154, "symbols": ["Ru", "As", "S", "O", "O", "O", "N", "N", "N", "C", "C", "C", "C", "C", "C", "C", "C", "C", "C", "C", "C", "C", "C", "C", "C", "C", "C", "C", "C", "C", "C", "C", "C", "C", "C", "C", "C", "C", "C", "C", "H", "H", "H", "H", "H", "H", "H", "H", "H", "H", "H", "H", "H", "H", "H", "H", "H", "H", "H", "H", "H", "H", "H", "H", "H", "H", "H", "H", "H", "H", "H"], "coordinates": [[-1.40911, -1.99594, -0.04685], [-2.86624, -1.88524, 1.73516], [-2.53661, -0.30772, -2.70274], [-2.29806, -1.57451, -1.83687], [0.03452, -2.85564, 1.17067], [6.70321, 4.95284, 4.96484], [-0.00212, -0.51814, 0.00642], [4.45887, 0.09798, 1.67609], [5.16745, 1.08444, 1.54853], [-3.42048, -3.36841, 0.60435], [-6.87713, -0.41812, -3.91676], [-1.53370, -1.96608, -4.66820], [6.40729, 3.00724, 2.02905], [1.07473, -2.19311, 1.29382], [-6.26777, 0.78572, -3.59779], [5.45631, 2.02125, 2.44343], [4.93807, 2.03924, 3.77669], [6.26246, 4.00499, 4.20615], [0.98993, 1.60593, -0.41641], [2.26006, -2.70374, 1.95183], [-4.41957, -0.75757, 1.90927], [-1.26535, 0.43427, -4.95451], [-0.92477, -2.16746, -5.89551], [-4.93735, 0.80164, -3.20077], [-0.50186, -1.08076, -6.65394], [6.78623, 3.98422, 2.88285], [3.37663, -0.55667, 1.56390], [1.10682, -0.85649, 0.69900], [6.27372, 5.09522, 6.34158], [2.20067, -0.01501, 0.84511], [-1.69341, -0.66194, -4.21824], [-2.48423, -2.62127, 3.47467], [-4.24500, -0.40006, -3.14838], [-4.83921, -1.61546, -3.46823], [-6.16929, -1.61573, -3.84775], [2.13902, 1.24728, 0.25991], [5.32866, 3.00776, 4.63865], [-0.06244, 0.70209, -0.52637], [3.35310, -1.93725, 2.04843], [-0.66969, 0.21555, -6.18838], [-5.24466, -1.39254, 2.23117], [-6.65554, -2.54659, -4.10549], [0.89904, 2.57809, -0.87981], [-7.91392, -0.42859, -4.22477], [4.26181, 1.26091, 4.10743], [-0.78849, -3.17318, -6.26869], [2.97017, 1.93768, 0.32681], [-1.87218, -2.80339, -4.07299], [-0.33708, 1.05558, -6.78211], [6.80894, 2.94551, 1.02622], [-4.64903, -0.31544, 0.94219], [4.96495, 3.01255, 5.65521], [-1.70773, -3.37617, 3.36990], [6.61031, 4.23836, 6.92218], [-4.25493, 0.02183, 2.64998], [-2.15477, -1.83812, 4.15468], [-1.40128, 1.44202, -4.58030], [-0.03862, -1.24862, -7.61672], [-0.96306, 0.95150, -1.07039], [7.49998, 4.74774, 2.60656], [-3.69944, -4.26357, 1.15833], [-4.27304, -2.53660, -3.42890], [5.19245, 5.21018, 6.38494], [-4.19963, -3.08463, -0.09769], [4.26277, -2.31048, 2.50085], [-6.82475, 1.71061, -3.65313], [6.75849, 5.99769, 6.69410], [-2.53494, -3.74684, 0.01796], [-3.39404, -3.07622, 3.86415], [-4.45108, 1.73374, -2.94036], [2.23495, -3.71837, 2.32599]], "lowdin_charge": [0.874, 1.061, 1.073, -0.650, -0.066, 0.026, -0.016, 0.154, 0.188, -0.271, -0.033, -0.066, 0.049, -0.276, -0.044, -0.232, 0.044, -0.217, 0.024, 0.059, -0.238, -0.078, -0.040, -0.077, -0.035, 0.057, -0.142, -0.126, 0.024, -0.045, -0.389, -0.243, -0.393, -0.063, -0.039, 0.049, 0.042, -0.059, 0.063, -0.046, 0.056, 0.122, 0.134, 0.124, 0.129, 0.122, 0.127, 0.109, 0.121, 0.140, 0.035, 0.126, 0.036, 0.114, 0.045, 0.044, 0.113, 0.123, 0.084, 0.147, 0.067, 0.112, 0.109, 0.045, 0.143, 0.122, 0.114, 0.027, 0.055, 0.112, 0.145]}



{"formula": "C4H7IrO3", "method": "the ωB97M-V functional and the def2-TZVPD basis", "charge": 1, "mol_weight_g_mol": 295.314, "total_energy_ha": -486.112578, "s_squared": 8.758, "orbital_gap_ev": [8.64, 7.80], "max_force_ev_per_a": 4.965, "spin_multiplicity": 6, "symbols": ["Ir", "O", "O", "O", "C", "C", "C", "C", "H", "H", "H", "H", "H", "H", "H"], "coordinates": [[0.19377, -1.13595, 2.99835], [1.36254, -0.04254, 1.87027], [-0.43399, 1.19777, 1.26621], [0.99479, 0.27898, -0.23332], [0.61893, -0.80994, -2.31538], [0.62725, 0.49130, 1.01495], [0.07148, 0.19562, -1.33335], [-1.18119, 0.47734, 2.31894], [0.41720, -1.83596, -1.98084], [-0.91826, -0.10388, -0.96648], [1.70391, -0.69533, -2.43690], [-0.02671, 1.19326, -1.77971], [-2.11995, 0.17445, 1.83083], [-1.44809, 1.26790, 3.03674], [0.13833, -0.65300, -3.29030]], "nbo_charge": [1.170, -0.656, -0.451, -0.440, -0.637, 1.037, -0.074, -0.547, 0.221, 0.191, 0.241, 0.215, 0.241, 0.241, 0.247]}



{"formula": "C25H57O19S6", "method": "the ωB97M-V functional and the def2-TZVPD basis", "charge": 1, "mol_weight_g_mol": 854.114, "total_energy_ha": -4804.993593, "orbital_gap_ev": 6.95, "max_force_ev_per_a": 4.935, "symbols": ["S", "S", "S", "S", "S", "S", "O", "O", "O", "O", "O", "O", "O", "O", "O", "O", "O", "O", "O", "O", "O", "O", "O", "O", "O", "C", "C", "C", "C", "C", "C", "C", "C", "C", "C", "C", "C", "C", "C", "C", "C", "C", "C", "C", "C", "C", "C", "C", "C", "C", "H", "H", "H", "H", "H", "H", "H", "H", "H", "H", "H", "H", "H", "H", "H", "H", "H", "H", "H", "H", "H", "H", "H", "H", "H", "H", "H", "H", "H", "H", "H", "H", "H", "H", "H", "H", "H", "H", "H", "H", "H", "H", "H", "H", "H", "H", "H", "H", "H", "H", "H", "H", "H", "H", "H", "H", "H"], "coordinates": [[0.35190, -3.21731, 7.91851], [4.61167, 2.47375, -2.95706], [-4.23574, 2.84599, 3.17528], [-4.40919, 4.45874, -4.02226], [-1.56960, -1.23832, 2.47724], [4.40201, -0.38000, -7.68836], [-3.83642, 1.64132, 3.84654], [-4.56729, 3.45728, -2.78561], [0.15994, -3.24864, -2.03313], [-3.59942, 4.09419, 3.93216], [0.11840, -4.29218, 9.05911], [4.93948, 3.44587, -1.96233], [1.67725, -2.69596, 8.01896], [-4.95617, 3.83652, -5.18596], [-2.19171, 0.63904, 0.43541], [-5.61230, 3.11690, 2.91140], [3.24978, -1.16872, -8.45150], [3.11169, 2.72489, -3.44753], [-0.14289, -3.74224, 6.67323], [5.52175, -0.22733, -8.56016], [3.82491, 0.74148, -7.00504], [-3.07820, 4.97941, -4.02377], [1.18961, -3.70464, -0.13368], [4.78956, 1.07204, -2.71081], [-0.42027, 0.61447, -0.81339], [-4.03210, 2.13234, -2.92735], [-1.27221, -3.80152, -0.31226], [0.10460, -3.53493, -0.91948], [-0.77671, -2.00725, 8.52378], [4.78352, -1.63033, -6.50731], [2.23295, -2.74474, -0.33470], [-2.32796, -2.74304, 1.81351], [-0.54712, -1.54661, 3.90835], [0.65341, -5.62091, 8.87297], [-4.23659, 4.55430, 5.14102], [-5.51021, 5.70615, -3.44564], [-3.30886, 2.98363, 1.68750], [2.42683, -0.43626, -9.38170], [2.05817, 2.24776, -2.60776], [0.61225, -2.28038, 3.85258], [-3.95374, 3.64852, 6.32364], [5.41948, 2.90969, -4.46152], [2.15340, -5.67278, 9.08666], [-2.51977, 2.10940, -2.81414], [1.84770, 3.12512, -1.38616], [3.55372, -3.33947, 0.17345], [3.14586, -0.15038, -10.68559], [-0.39015, -0.62074, 1.24912], [-1.33346, -3.79067, 1.23971], [-1.11239, 0.28211, 0.25255], [0.04561, -1.48033, 0.74121], [-3.57236, 3.91051, 1.18390], [-3.56655, 2.13460, 1.07015], [-6.51688, 5.29868, -3.40869], [-4.36514, 1.69038, -3.86838], [-4.46910, 1.54299, -2.12172], [2.06508, 0.48308, -8.91762], [2.46041, 0.29776, -11.40518], [-5.18411, 6.03512, -2.46231], [0.15683, -6.24818, 9.61039], [-3.83028, 5.54524, 5.33445], [-1.59148, -4.77903, -0.66068], [-1.74864, -4.74900, 1.54642], [-0.91986, -1.08230, 4.81034], [-1.78533, -2.40977, 8.47804], [-1.98598, -3.08727, -0.71345], [1.15467, 2.25354, -3.21632], [5.14481, 2.19540, -5.23532], [2.07904, -1.81143, 0.21669], [2.68340, -5.11253, 8.31681], [-2.88054, 3.49168, 6.43887], [3.55574, -1.06821, -11.10737], [-2.81514, -3.20498, 2.66866], [2.50391, -6.70432, 9.05544], [-3.11923, -2.51401, 1.10519], [3.97681, 0.53822, -10.53656], [2.25160, 1.20802, -2.32379], [-4.35011, 4.08694, 7.23945], [0.96890, 2.79883, -0.82805], [0.37805, -5.99993, 7.88730], [2.41971, -5.23494, 10.04850], [-2.05411, 2.62923, -3.65130], [0.37623, -0.06956, 1.79023], [1.61249, -1.85870, 3.82440], [-5.30917, 4.67004, 4.97740], [-0.68865, -1.12991, 7.88577], [4.16935, -2.51945, 0.53984], [-2.19463, 2.60899, -1.90071], [-0.35585, -3.73931, 1.70485], [1.55911, -1.06525, -9.57285], [5.12265, 3.91771, -4.73939], [5.03717, -2.54525, -7.03658], [0.44786, 0.18606, -0.75044], [-2.25061, 2.96123, 1.93447], [5.63809, -1.28214, -5.93064], [4.11626, -3.76518, -0.64882], [2.70728, 3.08159, -0.71661], [0.53171, -3.36583, 3.78000], [-0.50231, -1.75405, 9.54439], [3.92377, -1.77795, -5.85926], [-4.41412, 2.66978, 6.19093], [3.40073, -4.05555, 0.97430], [-2.15232, 1.08298, -2.80878], [-5.46072, 6.53225, -4.15173], [6.49195, 2.87578, -4.28054], [2.38732, -2.48503, -1.37838], [1.71729, 4.16725, -1.67541]], "lowdin_charge": [0.562, 0.579, 0.573, 0.573, 1.187, 0.568, -0.300, -0.264, 0.188, -0.262, -0.255, -0.272, -0.268, -0.266, 0.137, -0.259, -0.262, -0.247, -0.302, -0.266, -0.284, -0.274, -0.008, -0.288, 0.153, -0.251, -0.054, -0.541, -0.116, -0.119, -0.220, -0.298, -0.321, -0.243, -0.246, -0.118, -0.124, -0.250, -0.266, 0.060, -0.075, -0.106, -0.070, -0.081, -0.067, -0.044, -0.072, -0.203, -0.192, -0.605, 0.074, 0.084, 0.048, 0.077, 0.118, 0.119, 0.115, 0.083, 0.075, 0.125, 0.124, 0.134, 0.120, 0.085, 0.078, 0.123, 0.124, 0.054, 0.100, 0.070, 0.082, 0.086, 0.102, 0.085, 0.104, 0.071, 0.101, 0.084, 0.057, 0.114, 0.089, 0.074, 0.126, 0.098, 0.118, 0.071, 0.080, 0.076, 0.085, 0.122, 0.082, 0.076, 0.122, 0.074, 0.077, 0.080, 0.072, 0.090, 0.081, 0.072, 0.068, 0.080, 0.073, 0.080, 0.082, 0.124, 0.093]}



Number 2 is which compound? C31H31AsN3O3RuS